11
Properties=species:S:1:pos:R:3:nbo_charge:R:1 method="wB97M-V/def2-TZVPD" smiles="C/C(F)=C/Cl.Cl" spin_multiplicity=1 homo_energy_ev=-9.34 e_tot_ev=-30952.9578 e_lumo_ev=0.66 de_lowest_kj_mol=147.93
C 0.612 -1.591 0.137 -0.69
C -0.202 -0.371 0.582 0.44
F -1.550 -0.650 0.385 -0.34
C 0.221 0.909 0.993 -0.33
Cl -1.127 1.800 1.721 -0.01
H 1.678 -1.534 0.290 0.23
H 0.337 -1.833 -0.982 0.24
H 0.246 -2.407 0.858 0.24
H 1.202 0.993 1.153 0.21
Cl -1.207 2.211 -2.915 -0.25
H -0.209 2.473 -2.223 0.25

***

11
Properties=species:S:1:pos:R:3:nbo_charge:R:1 method="wB97M-V/def2-TZVPD" smiles=FC[C@H](Cl)CCl spin_multiplicity=1 homo_energy_ev=-10.84 e_tot_ev=-30954.0472 e_lumo_ev=0.87 de_lowest_kj_mol=42.81
F -1.458 -1.014 -0.790 -0.36
C -1.226 -0.321 0.391 0.05
C 0.085 0.536 0.306 -0.20
Cl -0.347 2.172 -0.379 -0.07
C 1.086 -0.228 -0.496 -0.43
Cl 2.708 0.235 -0.185 -0.02
H -2.131 0.245 0.564 0.19
H -1.045 -1.003 1.236 0.16
H 0.376 0.617 1.254 0.21
H 0.880 0.062 -1.548 0.24
H 1.072 -1.301 -0.353 0.24

***

11
Properties=species:S:1:pos:R:3:nbo_charge:R:1 method="wB97M-V/def2-TZVPD" spin_multiplicity=1 homo_energy_ev=-9.85 e_tot_ev=-29724.9474 e_lumo_ev=0.77 de_lowest_kj_mol=160.69
C 0.177 0.008 -0.017 -0.14
C -0.681 -0.841 0.938 -0.26
C -0.926 -0.761 -0.964 -0.21
H -0.847 -0.370 2.089 0.20
H -0.264 -1.879 1.139 0.23
H -2.404 -0.151 -0.004 0.35
H -0.501 -1.697 -1.305 0.20
H -1.313 -0.111 -1.713 0.20
N -1.885 -0.999 0.056 -0.60
Cl -0.247 1.725 0.028 -0.01
Cl 1.842 -0.504 -0.048 0.02

***

13
Properties=species:S:1:pos:R:3:nbo_charge:R:1 method="wB97M-V/def2-TZVPD" smiles="ClPCl.O=C=O.C=C" spin_multiplicity=1 homo_energy_ev=-9.93 e_tot_ev=-41621.0062 e_lumo_ev=0.45 de_lowest_kj_mol=23.23
Cl -1.497 -0.195 1.934 -0.27
P -3.024 -1.200 1.079 0.64
Cl -2.399 -1.262 -0.848 -0.30
H -3.700 -0.054 0.808 -0.06
O 1.831 -1.728 -1.258 -0.51
C 1.116 -1.933 -2.144 1.03
O 0.458 -2.138 -3.088 -0.52
C 1.463 2.029 0.683 -0.39
C 0.938 0.832 0.539 -0.40
H 0.925 2.970 0.625 0.20
H 2.505 2.102 1.097 0.19
H 1.488 -0.079 0.422 0.20
H -0.105 0.655 0.149 0.19

***

11
Properties=species:S:1:pos:R:3:nbo_charge:R:1 method="wB97M-V/def2-TZVPD" smiles="C=CC(P)(Cl)Cl" spin_multiplicity=1 homo_energy_ev=-9.59 e_tot_ev=-37523.4652 e_lumo_ev=0.35 de_lowest_kj_mol=79.81
C -1.096 0.538 -0.854 -0.36
C -1.035 0.595 0.472 -0.28
C -0.324 -0.445 1.252 -0.26
P 1.775 -0.314 1.198 0.33
Cl -0.824 -0.603 2.932 0.00
Cl -0.569 -2.093 0.574 -0.04
H -1.507 1.369 -1.255 0.20
H -0.488 -0.323 -1.338 0.22
H -1.479 1.410 0.940 0.22
H 1.690 0.040 2.520 -0.02
H 1.921 1.039 0.811 -0.03

***

11
Properties=species:S:1:pos:R:3:nbo_charge:R:1 method="wB97M-V/def2-TZVPD" smiles=FC[C@H](F)CCl spin_multiplicity=1 homo_energy_ev=-11.16 e_tot_ev=-21148.6423 e_lumo_ev=0.95 de_lowest_kj_mol=80.09
F 0.475 2.207 -0.075 -0.38
C -0.401 1.146 0.236 0.00
C 0.013 0.067 -0.656 0.15
F -0.790 0.030 -1.766 -0.34
C 0.103 -1.293 0.148 -0.40
Cl 1.304 -1.210 1.450 -0.04
H -0.033 0.884 1.279 0.19
H -1.352 1.469 0.168 0.19
H 1.074 0.317 -0.850 0.19
H 0.416 -2.153 -0.498 0.23
H -0.809 -1.465 0.565 0.20